No. 1
Molecular formula: C3H6OS3
Method: DFT, wB97M-V/def2-TZVPD

Calculated values
E_tot	-1387.6050	hartree
F_max	2.1	eV Å⁻¹
ΔE to the lowest compared entry with this formula, charge and spin	1.502	eV
SMILES string	OC(=S)S.CC=S
orbital gap	0.25332	Ha

XYZ file:
```
13
C3H6OS3 wB97M-V/def2-TZVPD
S -0.852 1.582 0.347
H 0.527 -3.574 0.517
S 0.683 -0.227 -1.530
C -0.349 1.163 -1.139
H -0.999 -3.391 1.377
H 0.541 -3.176 2.261
H 0.811 -0.658 -0.272
C 0.027 -3.006 1.313
H -0.506 -1.327 0.012
O -0.690 1.865 -2.222
C -0.001 -1.555 0.954
H -0.313 1.493 -3.035
S 0.632 -0.348 1.817
```

No. 2
Molecular formula: C10H8ClFO2S
Method: DFT, wB97M-V/def2-TZVPD

Calculated values
E_tot	-1494.5148	hartree
F_max	3.0	eV Å⁻¹
ΔE to the lowest compared entry with this formula, charge and spin	0.000	eV
orbital gap	0.32064	Ha

XYZ file:
```
23
C10H8ClFO2S wB97M-V/def2-TZVPD
H 4.437 0.154 0.321
H 0.067 -0.718 -2.252
C -3.042 1.022 0.995
C -0.768 0.922 0.248
Cl -4.938 -0.609 0.012
F 2.229 0.426 -1.608
C -1.059 -0.247 -0.475
C 0.236 -0.762 -1.123
C -2.308 -0.762 -0.549
C 0.538 1.471 -0.189
C -1.741 1.543 0.998
H 0.407 -1.895 -0.796
O 1.388 -1.750 1.140
H -1.475 2.541 1.393
H 4.135 -1.499 1.156
H -3.749 1.578 1.514
C 3.830 -0.824 0.356
H -2.649 -1.565 -1.133
H 3.552 -1.297 -0.560
C 1.217 0.298 -0.753
C -3.337 -0.121 0.198
S 2.051 -0.444 1.051
O 0.981 2.537 0.056
```

No. 3
Molecular formula: C20H25MgN3O3S2
Method: DFT, wB97M-V/def2-TZVPD

Calculated values
E_tot	-2162.9043	hartree
F_max	6.6	eV Å⁻¹
ΔE to the lowest compared entry with this formula, charge and spin	1.425	eV
orbital gap (spin up / spin down)	0.16703 / 0.16664	Ha
total charge	+2

XYZ file:
```
54
C20H25MgN3O3S2 wB97M-V/def2-TZVPD
O 2.798 2.780 -1.884
N 1.485 1.169 -2.755
C 1.941 1.808 -1.575
H -2.763 3.289 0.999
H -1.862 0.332 -4.229
Mg 0.171 0.184 0.096
C -1.776 -1.975 -8.100
C -0.651 0.021 2.809
H 0.076 -2.207 4.520
C 1.478 -3.294 -0.138
C 1.030 -1.069 -3.755
H 2.548 -3.523 -0.027
H 0.507 -2.696 -6.321
H -2.897 -1.999 -8.104
C 0.008 -1.234 2.572
C -1.680 3.107 1.039
C -2.404 0.666 -7.540
C -0.092 -2.088 -3.807
H -1.102 0.048 4.940
H -3.369 0.146 -7.741
H 0.420 -3.089 -3.649
C -1.151 0.556 3.983
H -1.365 -1.351 -8.937
C -1.280 -1.455 -6.760
C 0.298 -2.255 3.460
H -1.210 -1.942 -3.544
H -2.577 1.657 -7.098
H -1.731 0.747 -8.428
N 0.437 -1.509 1.260
S -1.829 2.139 3.731
C 0.983 -2.714 1.136
H 1.163 -0.523 -4.876
C -0.532 -2.485 -6.001
H 0.939 -4.233 -0.333
C -1.414 2.021 2.015
H -0.683 1.492 -5.279
H 1.327 -2.598 -0.973
C 0.809 -0.069 -2.693
C 2.125 1.757 -3.955
N -0.825 0.878 1.704
H -1.306 2.842 0.039
C -1.698 -0.152 -6.465
S 1.060 -3.597 2.667
O -0.033 -0.272 -1.684
O 1.577 1.518 -0.420
H -1.113 -3.385 -5.769
C 3.066 2.746 -3.337
H -1.178 4.021 1.386
H 2.639 0.993 -4.561
H -1.407 -3.001 -8.196
H 4.107 2.427 -3.462
H 1.349 2.225 -4.574
C -1.614 0.785 -5.334
H 2.910 3.772 -3.714
```

No. 4
Molecular formula: C18H32AuBN7OP
Method: DFT, wB97M-V/def2-TZVPD

Calculated values
E_tot	-1665.6037	hartree
F_max	1.1	eV Å⁻¹
ΔE to the lowest compared entry with this formula, charge and spin	0.000	eV
orbital gap	0.31397	Ha

XYZ file:
```
61
C18H32AuBN7OP wB97M-V/def2-TZVPD
C 3.743 1.280 -1.473
N 2.478 1.496 -1.086
C -5.320 -1.862 1.060
H -0.686 -4.722 -0.387
H -2.425 -1.960 1.635
P -2.246 -1.891 -1.347
H 2.189 3.708 -0.797
B 1.722 2.811 -1.457
H -2.742 4.227 -1.643
C -3.017 -1.167 1.169
H -4.682 0.052 1.834
Au -0.123 0.044 -0.139
C -4.363 -0.991 1.879
C -1.337 -5.112 -1.166
C 4.192 0.106 -0.896
H 5.162 -0.350 -1.001
N -0.558 2.181 -0.298
H -5.241 -0.645 -0.713
H -2.968 -4.141 -0.027
C -0.605 3.704 -1.875
H 1.886 2.982 -2.640
N 0.171 2.821 -1.234
H -1.378 -6.197 -1.073
H -5.184 -2.915 1.316
H 3.011 -1.229 0.457
C -2.741 -4.486 -1.036
N -2.322 -0.855 -2.626
H -2.659 -4.499 -3.728
O -0.887 -1.955 -0.718
H -4.398 -0.466 -2.766
C -3.543 -0.662 -3.413
H -0.553 -5.487 -3.197
H -3.511 -5.201 -1.337
C -2.004 -3.849 -3.143
C -4.837 -1.603 -0.362
C -0.831 -4.653 -2.553
H 0.036 -4.005 -2.435
C -1.719 0.263 -4.626
H -2.576 2.280 0.280
H -4.308 -1.287 2.925
H -1.637 -0.495 -5.408
H -3.819 0.576 -5.191
H -3.292 1.453 -3.739
H -6.367 -1.598 1.201
H -5.117 -2.384 -1.071
H -3.773 -1.546 -4.022
H -0.355 -0.994 -3.459
C -1.889 3.636 -1.358
N 2.084 0.507 -0.267
H -0.741 0.557 -2.717
N -2.776 -3.357 -1.987
C -1.806 2.658 -0.373
N -3.386 -1.547 -0.208
H 4.249 1.973 -2.125
H -1.194 1.157 -4.957
H -0.199 4.334 -2.649
C -3.191 0.524 -4.303
C 3.105 -0.345 -0.151
H -1.686 -3.025 -3.782
C -1.153 -0.263 -3.307
H -2.415 -0.255 1.187
```

No. 5
Molecular formula: C22H63InN3Na3O12P
Method: DFT, wB97M-V/def2-TZVPD

Calculated values
E_tot	-2960.6977	hartree
F_max	2.4	eV Å⁻¹
orbital gap	0.06105	Ha
total charge	+3

XYZ file:
```
105
C22H63InN3Na3O12P wB97M-V/def2-TZVPD
C 5.070 2.397 1.587
H -0.869 6.338 0.705
H 0.715 1.951 -3.545
C -2.996 -5.604 -5.813
H -1.294 0.969 6.118
H -3.146 -4.771 -3.391
H 2.058 2.701 1.146
H 0.912 0.973 -1.200
H 2.031 -6.248 2.793
C 5.680 3.015 3.797
H -0.300 -0.745 -4.188
C -2.140 -3.290 -5.194
H -5.972 2.132 1.885
H 2.250 -2.970 4.656
C -4.969 1.916 1.520
H -4.065 -5.382 -5.770
N 0.749 -4.193 1.871
O -3.062 0.908 -2.727
H 0.173 0.424 5.305
O 1.615 1.039 -1.923
O -0.993 -0.084 2.936
C 1.416 2.186 -2.719
C 1.849 -4.084 2.867
H -0.882 -1.088 -5.789
H -3.170 -3.041 -4.900
C 3.691 4.154 0.333
H 4.422 2.206 -0.373
C 1.616 -2.918 3.773
O 0.129 3.198 1.320
H 6.553 3.566 3.413
H -1.207 1.784 3.787
H -1.910 2.649 -2.361
C -2.017 -4.790 -5.000
C -1.527 0.752 3.976
H 1.098 -5.671 4.128
H -4.820 3.764 0.401
H -3.997 3.375 -3.545
H 4.606 4.646 -0.009
C -0.915 0.351 5.304
H 5.309 1.338 1.726
H 0.754 5.736 1.406
H -2.616 0.697 4.029
N 2.701 1.997 0.742
C 3.730 -6.713 4.557
H 0.574 -2.921 4.114
H 5.973 2.887 1.202
O -0.373 -1.635 0.396
H -2.411 0.323 -2.251
H -0.676 5.684 2.299
H 2.432 3.533 -4.001
H -0.423 4.240 -0.366
O -1.231 -2.578 -4.379
O 3.158 -5.431 4.333
H 3.023 -7.381 5.055
H 2.807 -3.952 2.346
H -1.556 0.070 2.156
H -1.009 -5.149 -5.224
C -0.315 5.591 1.267
H 1.700 -1.954 3.258
C -1.119 -1.225 -4.730
N -2.151 -4.989 -3.518
H -3.920 0.287 1.115
C 2.008 -5.458 3.551
H -2.663 -5.560 -6.853
H 4.574 -6.568 5.227
H 4.085 -7.124 3.608
C -0.654 4.220 0.712
H 2.281 1.746 -0.175
H -1.194 -0.677 5.546
C 2.683 2.702 -3.346
H 3.407 3.046 -2.599
H -0.051 2.348 0.817
H -5.413 2.465 -0.561
P -1.084 -0.331 -0.114
H 0.859 2.917 -2.120
O -1.413 -0.690 -1.586
H -1.713 3.936 0.747
Na 1.197 -0.146 1.719
In -0.310 -3.341 -1.823
C -2.351 2.037 -3.159
C -3.224 2.851 -4.109
C -4.698 2.690 0.231
C 3.989 2.651 0.527
H 3.235 1.916 -3.863
H -1.990 -0.608 -4.481
H 0.723 -3.276 1.416
O -0.076 0.854 0.039
O -2.433 -0.218 0.657
H 3.380 4.624 1.268
H -2.000 -3.012 -6.241
O -4.866 0.518 1.274
Na -3.838 -0.964 -1.033
H -1.496 1.693 -3.777
H 5.244 3.601 4.604
Na -2.159 -2.252 1.737
H -4.271 2.234 2.300
H 6.015 2.028 4.127
O 4.676 2.984 2.800
H -2.967 -6.662 -5.539
H -2.670 3.618 -4.653
H -3.686 2.448 -0.103
H -2.144 -5.991 -3.319
H -3.673 2.228 -4.880
H 1.051 -4.787 1.098
H 2.885 4.338 -0.377
```

No. 6
Molecular formula: C11H30O6PSiTeTi
Method: DFT, wB97M-V/def2-TZVPD

Calculated values
E_tot	-2636.9177	hartree
2S+1	2
F_max	6.3	eV Å⁻¹
ΔE to the lowest compared entry with this formula, charge and spin	0.000	eV
<S²>	0.7544
orbital gap (spin up / spin down)	0.18255 / 0.18011	Ha

XYZ file:
```
51
C11H30O6PSiTeTi wB97M-V/def2-TZVPD
H -0.164 -1.412 -2.796
C 2.571 -1.163 2.726
H -2.846 -0.471 3.296
O 1.839 -0.018 0.155
H 5.281 -1.502 0.978
C -3.809 -0.951 -0.183
H 4.270 1.896 0.775
H -3.270 -0.053 -2.083
O -0.466 0.372 -1.838
H -0.566 3.511 -0.722
O -1.276 -0.328 1.460
O -0.011 1.884 0.432
Te -0.145 -3.408 1.031
C -0.532 2.355 1.666
H -1.678 -2.937 4.793
H -1.788 2.207 -0.574
H -0.643 2.183 -2.827
H -0.272 0.000 -3.870
H -1.573 2.040 1.787
O -2.795 -1.930 -0.266
O -2.962 -2.411 2.500
Si 3.127 -0.276 1.165
H -0.459 3.445 1.722
C 4.430 -1.330 0.314
C -3.437 0.259 -1.031
H 3.189 1.993 2.177
H -4.747 -1.393 -0.580
H -4.260 1.003 -1.002
C 3.913 1.359 1.658
H -1.594 -1.218 5.347
H -0.681 -1.733 3.882
H 1.202 -0.280 -2.885
H -2.512 0.733 -0.643
H 0.059 1.922 2.478
H 0.015 -1.720 -0.374
H 1.825 -0.568 3.262
Ti 0.000 0.000 0.000
H 4.764 1.192 2.325
H 4.013 -2.301 0.030
P -1.856 -1.950 1.213
H -3.743 -1.669 4.230
C -0.170 1.765 -1.932
H 0.916 1.902 -1.987
H -4.043 -0.622 0.856
H 2.126 -2.132 2.480
C 0.111 -0.360 -2.910
C -1.620 -1.880 4.456
H 4.794 -0.834 -0.591
H 3.419 -1.335 3.395
C -2.838 -1.539 3.600
C -0.720 2.427 -0.681
```

No. 7
Molecular formula: C11H10IN15Tl
Method: DFT, wB97M-V/def2-TZVPD

Calculated values
E_tot	-1716.4201	hartree
F_max	1.8	eV Å⁻¹
ΔE to the lowest compared entry with this formula, charge and spin	0.000	eV
orbital gap	0.25839	Ha
total charge	+1

XYZ file:
```
38
C11H10IN15Tl wB97M-V/def2-TZVPD
N 1.609 3.872 -0.933
H 2.249 -0.489 -1.077
C -3.082 -0.735 -0.348
Tl 0.400 0.385 1.762
C -0.296 3.473 -0.226
H -0.653 -4.937 0.105
N -0.035 -4.167 0.291
C -1.615 -2.236 -0.037
C -0.331 -2.844 0.277
N 1.566 2.619 -0.596
C 4.186 0.356 -0.950
H -4.439 0.823 -0.855
C 1.290 -4.286 0.636
N -3.583 0.575 -0.383
C 1.739 -3.013 0.816
H -4.661 -2.131 -1.112
N -4.531 3.990 0.074
I 6.671 1.767 0.230
H 4.504 0.267 -1.975
C 4.809 0.899 0.150
N -1.646 3.655 0.197
C -3.687 -1.895 -0.723
H -1.948 4.594 0.418
H 3.989 1.058 2.225
N 0.722 -2.122 0.586
N 0.337 2.318 -0.125
H 1.773 -5.243 0.722
C -2.482 2.674 0.079
N -5.570 4.298 0.133
N 0.421 4.457 -0.708
N -1.810 -0.937 0.071
N -2.720 -2.856 -0.503
N 2.791 0.139 0.773
N 2.996 -0.099 -0.528
H -2.837 -3.836 -0.695
N -2.743 1.545 -0.062
H 2.725 -2.679 1.093
C 3.893 0.743 1.199
```

No. 8
Molecular formula: C27H20BeN5Se
Method: DFT, wB97M-V/def2-TZVPD

Calculated values
E_tot	-3730.8166	hartree
F_max	0.2	eV Å⁻¹
ΔE to the lowest compared entry with this formula, charge and spin	0.000	eV
orbital gap	0.23789	Ha
total charge	+1

XYZ file:
```
54
C27H20BeN5Se wB97M-V/def2-TZVPD
H 4.348 -1.333 -1.454
H -3.337 3.155 -0.448
C -3.572 -1.100 -0.770
H 5.867 2.222 1.051
C 0.263 -1.436 2.447
H -3.919 -2.507 -2.352
H 0.597 -2.091 1.654
H -2.839 0.306 0.704
C 3.092 0.500 0.228
C -2.596 -0.434 -0.049
N -1.301 -0.636 -0.267
C -3.876 2.474 -2.411
N -0.033 -0.180 2.116
Se -0.492 2.440 0.050
H -4.135 1.696 -4.395
C 1.237 -2.417 -2.196
H 3.189 -3.006 -2.860
C 2.620 -2.341 -2.224
H 1.799 2.617 2.334
C 2.573 2.128 1.752
C 2.521 -0.568 -0.626
Be 0.134 0.360 0.418
H -4.889 2.850 -2.340
C -3.455 1.827 -3.564
H -0.944 0.975 5.127
H -0.378 -1.379 5.764
C -0.458 0.657 3.070
N 0.762 -4.367 4.236
C 0.490 -3.271 4.030
C 4.431 0.864 0.220
H -0.237 1.234 -2.676
H 0.707 -3.133 -2.805
C -1.269 1.556 -2.592
C 3.888 2.559 1.814
H -4.616 -0.908 -0.570
H 5.149 0.359 -0.408
C -0.920 -1.495 -1.217
C 0.551 -1.556 -1.360
C 3.272 -1.407 -1.437
C -2.146 1.372 -3.652
C -0.284 -1.034 4.743
C -1.828 -2.193 -1.991
C -3.179 -1.988 -1.758
C -3.004 2.648 -1.345
N 1.187 -0.666 -0.583
H 4.161 3.387 2.453
H -0.711 1.657 2.741
H -1.499 -2.862 -2.773
H -1.800 0.890 -4.558
N 2.184 1.120 0.981
C 4.831 1.911 1.034
C -0.594 0.266 4.391
C -1.694 2.182 -1.422
C 0.153 -1.904 3.748
```

Among the records above, which one has the lowest F_max? C27H20BeN5Se

Please write out number 7 again, unchanged.
Molecular formula: C11H10IN15Tl
Method: DFT, wB97M-V/def2-TZVPD

Calculated values
E_tot	-1716.4201	hartree
F_max	1.8	eV Å⁻¹
ΔE to the lowest compared entry with this formula, charge and spin	0.000	eV
orbital gap	0.25839	Ha
total charge	+1

XYZ file:
```
38
C11H10IN15Tl wB97M-V/def2-TZVPD
N 1.609 3.872 -0.933
H 2.249 -0.489 -1.077
C -3.082 -0.735 -0.348
Tl 0.400 0.385 1.762
C -0.296 3.473 -0.226
H -0.653 -4.937 0.105
N -0.035 -4.167 0.291
C -1.615 -2.236 -0.037
C -0.331 -2.844 0.277
N 1.566 2.619 -0.596
C 4.186 0.356 -0.950
H -4.439 0.823 -0.855
C 1.290 -4.286 0.636
N -3.583 0.575 -0.383
C 1.739 -3.013 0.816
H -4.661 -2.131 -1.112
N -4.531 3.990 0.074
I 6.671 1.767 0.230
H 4.504 0.267 -1.975
C 4.809 0.899 0.150
N -1.646 3.655 0.197
C -3.687 -1.895 -0.723
H -1.948 4.594 0.418
H 3.989 1.058 2.225
N 0.722 -2.122 0.586
N 0.337 2.318 -0.125
H 1.773 -5.243 0.722
C -2.482 2.674 0.079
N -5.570 4.298 0.133
N 0.421 4.457 -0.708
N -1.810 -0.937 0.071
N -2.720 -2.856 -0.503
N 2.791 0.139 0.773
N 2.996 -0.099 -0.528
H -2.837 -3.836 -0.695
N -2.743 1.545 -0.062
H 2.725 -2.679 1.093
C 3.893 0.743 1.199
```